Computed, not measured: a structure of composition C21H26N5S3Sm in a non-equilibrium geometry, with wB97M-V/def2-TZVPD.

Structure (XYZ):
```
56
Properties=species:S:1:pos:R:3:forces:R:3:lowdin_spin:R:1
Sm -0.923 0.887 -0.007 0.943 0.417 -0.462 5.076
C -2.491 -1.801 -4.929 -0.021 0.005 0.012 -0.001
S -3.547 -1.976 -3.482 -0.052 0.045 -0.162 0.000
C -2.800 -0.942 -2.284 -0.081 0.079 0.151 -0.001
S -1.335 -0.107 -2.609 -0.122 -0.020 0.327 -0.014
N -3.549 -0.936 -1.205 0.005 -0.126 -0.039 0.000
N -2.984 -0.403 -0.089 -0.105 -0.274 -0.495 -0.008
C -3.779 -0.151 0.878 -0.115 -0.009 0.417 0.001
C -3.220 0.213 2.188 0.008 -0.110 -0.122 0.000
C -4.014 0.261 3.318 -0.249 0.069 0.103 0.000
C -3.424 0.501 4.548 -0.076 -0.012 0.031 0.001
C -2.054 0.681 4.619 0.019 0.005 0.026 0.000
C -1.326 0.634 3.444 -0.004 0.053 -0.098 0.000
N -1.893 0.411 2.258 0.098 -0.024 -0.048 -0.007
H -3.117 -2.023 -5.791 0.013 -0.034 0.006 0.000
H -1.655 -2.495 -4.888 0.032 0.026 -0.006 0.000
H -2.120 -0.782 -4.999 -0.037 -0.011 -0.054 0.000
H -4.850 -0.279 0.759 -0.029 -0.074 0.046 0.000
H -5.082 0.110 3.226 0.031 0.003 0.025 0.000
H -4.030 0.540 5.444 0.004 0.002 -0.017 0.000
H -1.553 0.858 5.560 -0.003 0.002 -0.003 0.000
H -0.253 0.782 3.437 0.012 -0.008 -0.011 0.000
S -4.198 4.394 0.886 0.077 -0.084 -0.058 -0.001
C -2.960 3.521 0.366 -0.037 0.047 0.122 0.000
N -2.042 2.865 0.006 -0.121 0.334 0.053 -0.012
C 0.101 -3.682 -1.157 0.037 0.016 0.002 0.000
C 1.190 -2.668 -0.926 0.006 -0.075 -0.108 0.000
C 2.499 -2.892 -1.348 -0.010 -0.006 -0.026 -0.001
C 3.466 -1.912 -1.159 0.023 0.048 0.026 0.000
C 4.893 -2.155 -1.584 -0.046 0.010 0.023 0.000
C 3.136 -0.692 -0.568 0.051 -0.118 -0.271 -0.001
C 1.828 -0.421 -0.143 -0.004 0.145 0.169 -0.001
C 0.894 -1.465 -0.321 0.208 -0.039 0.138 -0.002
N 1.322 0.727 0.443 -0.290 -0.105 0.101 -0.025
C 1.960 2.050 0.497 0.022 -0.047 -0.136 -0.002
C 1.322 2.767 1.692 0.155 -0.016 0.055 0.000
C 1.624 2.818 -0.795 0.204 -0.062 0.070 -0.001
C 3.477 2.099 0.709 0.037 -0.018 0.116 -0.001
H 0.514 -4.662 -1.398 -0.013 0.036 0.008 0.000
H -0.536 -3.367 -1.989 0.021 -0.007 0.019 0.000
H -0.542 -3.786 -0.280 0.022 0.006 -0.015 0.000
H 2.762 -3.834 -1.817 0.001 0.038 0.022 0.000
H 5.002 -3.124 -2.070 -0.009 0.011 0.005 0.000
H 5.564 -2.133 -0.723 -0.014 -0.001 -0.014 0.000
H 5.231 -1.386 -2.281 -0.012 -0.009 0.009 0.000
H 3.920 0.037 -0.450 -0.009 -0.031 -0.010 0.000
H -0.113 -1.355 0.065 -0.204 -0.316 0.215 -0.001
H 0.230 2.725 1.675 -0.138 0.086 -0.020 0.000
H 1.602 3.822 1.713 -0.041 -0.015 0.014 0.000
H 1.660 2.294 2.617 -0.038 0.024 0.002 0.000
H 0.545 2.951 -0.925 -0.098 0.113 -0.028 -0.001
H 2.012 2.273 -1.658 0.000 0.011 -0.028 0.000
H 2.058 3.820 -0.786 -0.035 -0.002 -0.052 0.000
H 3.794 1.367 1.455 -0.017 0.031 -0.034 0.000
H 3.749 3.094 1.072 0.005 -0.036 -0.018 0.000
H 4.030 1.930 -0.213 -0.004 0.027 0.025 0.000
```
Positions in Å, forces in eV/Å.

Values from the calculation:
spin multiplicity = 6
energy above the lowest of the compared OMol25 structures with the same formula, charge and spin = 0.0 kcal/mol
M = 595.0 g/mol
frontier orbital gap (spin up / spin down) = 6.024 / 6.055 eV
total charge = 0
largest force on an atom = 1.13 eV/A
HOMO (spin up / spin down) = -7.190 / -7.214 eV
⟨S²⟩ = 8.763



Computed, not measured: a structure of composition C16H32Br2Cl2N3O3P2 in a non-equilibrium geometry, with wB97M-V/def2-TZVPD.

Structure (XYZ):
```
60
Properties=species:S:1:pos:R:3:forces:R:3:lowdin_charge:R:1
C 2.534 -2.641 3.003 -0.418 -0.148 -0.098 0.035
C 1.453 -2.533 2.193 0.297 0.279 0.073 -0.198
C 1.449 -1.525 1.042 0.490 -1.602 -0.635 -0.220
C 0.064 -0.929 0.618 1.056 -1.465 2.211 -0.321
C -0.814 -2.138 0.226 -0.533 -0.180 -1.164 -0.535
Cl 0.031 -3.291 -0.927 -0.005 0.355 0.056 0.759
C -2.338 -2.192 -0.165 -0.499 -1.127 0.299 -0.719
C -3.132 -3.094 0.809 -0.134 0.460 -0.422 -0.141
Cl -3.365 -0.770 -0.445 0.281 0.319 0.019 0.722
C -0.472 -0.322 1.970 -1.653 -0.321 -0.986 -0.613
Br -1.342 -1.456 3.294 0.409 -0.029 -0.037 0.943
O -1.570 0.489 1.579 0.696 0.624 0.120 -0.355
C -1.103 1.798 1.265 -0.587 -1.571 0.690 -0.782
Br -2.628 2.672 0.371 0.466 -0.286 0.119 0.885
P -1.182 2.626 2.961 -0.344 2.056 0.613 0.710
N -1.242 4.191 3.063 0.392 -0.888 -0.629 -0.284
C 0.220 1.651 0.380 -0.551 3.480 -0.230 -0.406
O 0.008 2.643 -0.624 0.303 -0.775 -0.859 -0.108
C 1.579 2.150 0.953 0.473 -0.297 1.792 -0.208
C 1.625 3.364 1.907 -0.011 0.113 -0.237 -0.083
N 0.317 0.265 -0.357 0.043 0.763 0.452 -0.073
C -0.519 0.378 -1.621 -0.586 0.162 -1.990 -0.173
C -0.873 -0.715 -2.631 -0.579 -1.005 -1.243 -0.214
C -1.091 -0.021 -4.009 0.798 0.506 1.103 -0.144
C 0.222 0.202 -4.742 0.275 -0.024 -0.811 -0.258
O 1.050 -0.954 -4.714 0.037 0.212 0.064 -0.081
P 2.037 0.245 -1.093 2.223 -1.698 -2.068 0.869
N 2.411 -0.940 -2.034 -1.413 0.572 0.840 -0.201
H 3.522 -2.884 2.628 0.545 1.791 -0.009 0.075
H 2.352 -2.529 4.067 0.098 -1.935 0.306 0.068
H 0.664 -3.244 2.398 -1.000 1.128 0.616 0.081
H 1.951 -2.042 0.219 0.010 0.597 -0.360 0.079
H 2.065 -0.735 1.449 0.073 0.252 -0.315 0.079
H -0.782 -2.799 1.074 0.146 0.439 0.645 0.020
H -2.384 -2.762 -1.082 0.248 0.349 -0.406 0.059
H -3.509 -2.518 1.646 0.231 -0.128 0.323 0.042
H -2.555 -3.968 1.104 0.026 0.015 0.159 0.091
H -4.012 -3.432 0.267 -0.036 -0.145 -0.020 0.083
H 0.312 0.176 2.536 0.030 0.246 -0.181 0.089
H -0.132 2.024 3.705 -0.260 -0.323 -0.173 0.020
H -2.367 2.110 3.530 0.391 -0.684 -0.328 0.042
H -1.171 4.587 2.129 -0.078 0.497 0.273 -0.046
H 0.099 3.519 -0.225 0.013 -0.115 0.054 0.109
H 2.178 2.540 0.139 -0.038 -0.690 -0.507 0.096
H 2.137 1.393 1.504 -0.031 -0.262 -0.242 0.096
H 1.476 3.121 2.950 -0.400 0.024 0.068 0.054
H 0.984 4.184 1.596 -0.193 0.051 0.190 0.068
H 2.633 3.776 1.879 0.137 -0.149 -0.208 0.098
H 0.032 1.058 -2.270 0.307 0.264 0.473 0.087
H -1.451 0.907 -1.463 0.006 -0.007 0.840 0.075
H -0.186 -1.518 -2.872 0.418 0.204 0.533 0.058
H -1.831 -1.201 -2.491 0.009 0.044 0.849 0.064
H -1.773 -0.606 -4.615 -0.096 -0.043 0.028 0.126
H -1.514 0.964 -3.790 -0.388 -0.012 -0.470 0.123
H -0.006 0.424 -5.788 -0.055 0.124 0.006 0.121
H 0.783 1.073 -4.384 -0.123 -0.003 0.278 0.114
H 1.943 -0.667 -4.479 -0.207 -0.337 0.034 0.072
H 2.133 1.467 -1.795 -0.543 0.153 0.684 0.060
H 3.041 0.297 -0.114 -0.634 0.546 0.362 0.044
H 1.668 -1.634 -2.072 0.468 -0.377 -0.547 -0.051
```
Positions in Å, forces in eV/Å.

Values from the calculation:
spin multiplicity = 1
M = 607.1 g/mol
frontier orbital gap = 8.263 eV
total charge = +1
largest force on an atom = 3.53 eV/A
HOMO = -11.429 eV



Computed, not measured: the molecule C4H7ClN2 in a non-equilibrium geometry, with wB97M-V/def2-TZVPD.

Structure (XYZ):
```
14
Properties=species:S:1:pos:R:3:forces:R:3:lowdin_charge:R:1
C 2.954 -0.602 -0.339 -0.184 -0.440 -0.178 -0.059
N 2.199 0.439 -0.339 1.419 -0.819 0.134 -0.033
N 1.102 0.410 0.427 -1.227 -0.891 1.153 -0.200
C 0.231 -0.810 0.529 -0.569 0.059 -0.540 -0.160
C -0.992 0.133 0.566 -0.110 0.899 0.636 -0.668
Cl -2.450 -0.264 -0.373 0.271 -0.135 -0.151 0.575
C -0.051 1.225 0.012 0.555 -0.934 -1.595 -0.159
H 2.704 -1.596 0.148 0.156 1.337 -0.342 0.082
H 3.911 -0.549 -0.879 -0.647 0.056 0.185 0.058
H 0.184 -1.389 -0.442 0.392 0.360 1.043 0.129
H 0.360 -1.429 1.420 0.197 -0.108 -0.342 0.108
H -1.402 0.388 1.576 0.762 -0.339 -0.810 0.105
H -0.134 2.223 0.377 0.067 0.660 0.447 0.099
H 0.080 1.219 -1.092 -1.083 0.297 0.360 0.121
```
Positions in Å, forces in eV/Å.

Values from the calculation:
spin multiplicity = 1
energy above the lowest of the compared OMol25 structures with the same formula, charge and spin = 68.6 kcal/mol
M = 118.6 g/mol
frontier orbital gap = 9.860 eV
total charge = 0
structure (SMILES) = C=NN1CC(Cl)C1
largest force on an atom = 1.93 eV/A
HOMO = -8.871 eV



- What is the formula in the third record?
  C4H7ClN2



- M of number 2 (C16H32Br2Cl2N3O3P2)?
  607.1 g/mol



- Which formula does entry 2 have?
  C16H32Br2Cl2N3O3P2